[1]
{"formula": "C5H13N2S", "method": "ωB97M-V/def2-TZVPD", "symbols": ["C", "C", "C", "C", "C", "N", "N", "S", "H", "H", "H", "H", "H", "H", "H", "H", "H", "H", "H", "H", "H"], "positions_angstrom": [[-0.9646, -0.8511, 1.0548], [-0.9971, -1.6363, -0.9154], [0.0401, -0.9817, -0.0538], [0.5504, 2.6763, 1.2623], [2.0384, 0.4028, -1.6677], [1.2434, 1.7083, 0.5045], [-2.0772, -1.3208, 0.0938], [0.5819, 0.8648, -0.6405], [-0.9509, -1.4638, 1.8860], [-1.0984, 0.0272, 1.5076], [-1.1179, -1.1384, -1.7967], [-0.6646, -2.6783, -0.9968], [0.9799, -1.4731, 0.3568], [-0.1420, 3.1126, 0.6150], [1.4795, 3.2894, 1.5743], [0.0787, 2.3667, 2.2709], [2.1545, 1.3181, -2.1468], [1.8156, -0.3818, -2.2343], [2.7125, -0.0163, -0.8914], [-2.6447, -2.0744, 0.4911], [-2.7426, -0.5602, 0.0043]], "forces_ev_per_angstrom": [[-0.1, -2.0, -2.1], [1.6, -1.3, 1.6], [2.8, 1.5, 1.7], [2.0, 0.3, 2.7], [-0.6, 0.8, 5.1], [1.0, -3.2, -1.2], [-0.3, -0.1, 1.9], [-0.6, -0.3, 0.6], [0.5, -2.1, 1.3], [-0.9, 4.2, 1.0], [-0.8, 0.9, -2.6], [-1.4, -0.1, -0.2], [-1.1, 0.2, -1.2], [-1.4, 1.7, -0.4], [-2.1, 0.1, -0.4], [0.5, 0.1, -1.6], [1.3, 1.3, -0.9], [-1.3, -3.0, -2.9], [0.4, 1.2, -0.7], [0.4, -0.3, -0.4], [0.1, 0.3, -1.2]], "lowdin_charge": [-0.087, -0.082, -0.364, -0.253, -0.182, -0.450, 0.139, 0.962, 0.119, 0.079, 0.094, 0.157, 0.151, 0.033, 0.110, 0.088, 0.034, -0.003, 0.083, 0.188, 0.185], "largest_force_ha_per_bohr": 0.1004, "charge": 1, "de_lowest_ev": 5.0827, "total_energy_ev": -19199.7872, "e_homo_ev": -11.5}

=====

[2]
{"formula": "C5H13N3", "method": "ωB97M-V/def2-TZVPD", "symbols": ["C", "C", "N", "C", "C", "N", "C", "N", "H", "H", "H", "H", "H", "H", "H", "H", "H", "H", "H", "H", "H"], "positions_angstrom": [[0.2841, -0.7876, 3.2147], [0.3828, -0.9274, 1.6687], [1.6692, -0.8709, 1.0082], [-0.5705, 0.1013, 0.8980], [-1.0850, -0.2846, -0.5214], [-1.0743, 0.9638, -1.2400], [-0.5365, 1.3674, -2.3407], [0.4260, 0.7394, -3.1619], [0.8582, -0.0015, 3.6576], [0.3288, -1.7479, 3.6798], [-0.7385, -0.3826, 3.6226], [-0.1190, -1.9291, 1.4337], [2.4033, -1.6888, 1.0342], [2.1304, 0.0059, 1.0847], [0.0192, 1.0166, 1.0645], [-1.4291, 0.1702, 1.5072], [-0.3988, -1.0705, -0.9570], [-2.0106, -0.7148, -0.4042], [-0.7636, 2.3672, -2.7650], [1.0481, 0.0310, -2.7794], [0.6759, 1.3031, -3.9387]], "forces_ev_per_angstrom": [[-2.7, 1.3, -0.1], [-2.4, -1.2, -1.1], [1.7, -2.7, -0.3], [1.7, -1.3, 1.4], [5.4, 1.0, -0.1], [-1.0, 1.6, -2.4], [0.4, -1.5, 1.3], [-1.2, -0.1, 1.4], [1.4, 0.0, 0.1], [0.8, -0.5, 0.5], [1.2, -0.9, -1.4], [1.0, 0.9, 0.3], [-2.4, 2.2, 0.4], [0.4, 0.6, 0.2], [-0.6, 0.2, -1.1], [-1.0, 0.4, 0.8], [-0.5, 0.6, 0.3], [-2.4, -0.6, -0.1], [-0.2, -0.5, 0.6], [-0.3, 0.4, -0.4], [0.7, 0.0, -0.4]], "lowdin_charge": [-0.080, -0.459, -0.001, -0.159, -0.225, -0.005, -0.267, 0.064, 0.051, 0.048, 0.101, 0.141, 0.124, 0.046, 0.112, 0.073, 0.112, 0.075, 0.109, 0.086, 0.055], "largest_force_ha_per_bohr": 0.1069, "de_lowest_ev": 2.0401, "total_energy_ev": -9864.3262, "smiles": "C[C@H](N)CC/N=C\\N", "e_homo_ev": -8.5}

=====

[3]
{"formula": "C5H13N3", "method": "ωB97M-V/def2-TZVPD", "symbols": ["C", "N", "N", "C", "C", "H", "H", "H", "H", "H", "H", "H", "H", "C", "C", "N", "H", "H", "H", "H", "H"], "positions_angstrom": [[1.0776, -1.0298, 1.1919], [0.6564, -0.1299, 0.1191], [1.5032, 1.0232, 0.0359], [0.2900, -0.7645, -1.1662], [0.7336, -2.0049, -1.5264], [0.9414, 1.7614, -0.3852], [1.7092, 1.4081, 0.9544], [0.3093, -0.0100, -1.9466], [0.7252, -0.6836, 2.1653], [2.1628, -1.0598, 1.2464], [0.6728, -2.0357, 1.1370], [0.8851, -2.8101, -0.8247], [0.7882, -2.2739, -2.5691], [-1.6377, 1.9005, -0.2715], [-1.3391, 0.5601, 0.3360], [-1.5591, 0.3674, 1.5692], [-1.4768, -0.5940, 1.8849], [-1.3114, -0.3618, -0.7240], [-1.0968, 2.6769, 0.2734], [-1.3314, 1.9544, -1.3151], [-2.7024, 2.1061, -0.1847]], "forces_ev_per_angstrom": [[0.0, 0.6, 0.0], [-0.5, -1.4, 0.0], [0.5, 0.3, -1.1], [4.7, 0.0, 0.2], [-1.3, 1.0, 0.4], [0.0, -0.1, -0.1], [-0.3, -0.6, 0.3], [-0.6, 0.0, 0.0], [-0.1, 0.6, 0.0], [0.2, -0.2, -0.1], [0.0, 0.0, -0.6], [0.3, 0.1, 0.1], [-0.4, 0.0, -0.1], [1.0, 0.3, 0.0], [-1.8, -2.5, -1.8], [-0.3, 0.2, -0.1], [-0.1, 0.0, -0.2], [-1.1, 2.0, 3.0], [-0.1, 0.1, 0.1], [-0.1, 0.0, -0.1], [0.0, -0.1, -0.1]], "lowdin_charge": [-0.082, -0.342, 0.074, -0.235, 0.044, 0.060, 0.087, 0.107, 0.073, 0.087, 0.079, 0.044, 0.050, -0.100, -0.398, 0.052, 0.031, 0.155, 0.071, 0.062, 0.080], "largest_force_ha_per_bohr": 0.0921, "de_lowest_ev": 5.6802, "total_energy_ev": -9860.6861, "e_homo_ev": -7.7}

=====

[4]
{"formula": "C5H13N3", "method": "ωB97M-V/def2-TZVPD", "symbols": ["C", "C", "C", "C", "N", "C", "N", "N", "H", "H", "H", "H", "H", "H", "H", "H", "H", "H", "H", "H", "H"], "positions_angstrom": [[-0.0053, 2.0032, 0.6208], [0.3778, 0.6326, 1.2830], [-0.6966, -0.4844, 1.1658], [-0.9660, -1.1457, -0.2508], [-0.2935, -0.6941, -1.4605], [1.3003, -0.9355, -1.1482], [1.6840, -1.6371, -0.1374], [-1.1481, 2.1057, -0.3050], [-0.2237, 2.7458, 1.3783], [0.8269, 2.3643, 0.0086], [0.2776, 0.9012, 2.3579], [1.3914, 0.2984, 1.1946], [-1.5887, -0.1371, 1.6700], [-0.1640, -1.3079, 1.6677], [-2.0417, -1.2218, -0.3798], [-0.6376, -2.1660, -0.0431], [0.4359, -1.5180, -1.8414], [1.7796, -0.4020, -1.9825], [1.9679, -2.5619, -0.4703], [-1.1904, 1.2543, -0.8468], [-2.0062, 2.2338, 0.2168]], "forces_ev_per_angstrom": [[0.4, 0.1, -1.2], [-2.4, 1.4, 1.4], [2.4, -0.2, -1.2], [-0.5, -1.1, 1.0], [4.3, 0.2, 1.3], [-1.0, 1.3, 1.7], [-0.9, 0.0, -1.9], [0.2, -0.4, 0.5], [0.4, 0.1, 0.3], [0.3, 0.0, 0.4], [0.4, -0.4, -0.3], [0.3, -0.1, -0.7], [-0.3, -0.3, -0.1], [-0.9, 0.3, 0.5], [-0.1, 0.3, -0.5], [-0.1, -0.2, -0.3], [-3.7, -0.7, -1.3], [0.4, -0.5, 0.1], [1.3, 0.3, 0.6], [-0.4, 0.1, -0.3], [-0.1, -0.3, -0.2]], "lowdin_charge": [-0.267, -0.205, -0.183, -0.280, 0.032, -0.255, 0.040, -0.005, 0.093, 0.092, 0.101, 0.067, 0.098, 0.093, 0.099, 0.092, 0.100, 0.128, 0.081, 0.019, 0.059], "largest_force_ha_per_bohr": 0.0873, "de_lowest_ev": 5.9398, "total_energy_ev": -9860.4266, "e_homo_ev": -8.9}